# 1
ORCA calculation (ωB97M-V with the def2-TZVPD basis set) on a 6-piece molecular cluster, C30H40N7O3 overall at a distorted geometry.

```
80
C30H40N7O3 ωB97M-V with the def2-TZVPD basis set
O 0.395 -3.490 -1.572
O -0.512 -2.265 -3.231
O 4.037 0.136 0.902
N -8.103 0.079 6.868
N 6.589 -1.621 -5.321
N -2.445 2.439 4.574
N -2.830 0.632 1.266
N -1.039 3.048 -1.103
N -0.490 0.932 0.876
N 1.569 -3.596 -4.541
C -1.928 4.036 -2.877
C -9.415 0.337 7.160
C -0.395 -1.187 -1.041
C -4.239 3.105 5.693
C -9.640 1.673 6.950
C -7.490 1.236 6.465
C 8.380 -2.818 -5.839
C 4.081 -1.221 0.416
C -0.580 4.342 -1.103
C -1.858 2.855 -2.186
C -1.644 0.232 0.594
C 0.816 -0.390 -0.690
C 3.135 -4.027 -6.052
C -8.419 2.243 6.508
C 3.308 -2.135 1.446
C -2.682 3.739 4.199
C -3.397 2.046 5.482
C -0.208 -2.346 -2.081
C 3.375 1.044 0.025
C 0.764 0.670 0.283
C 7.854 -1.553 -5.843
C -1.652 -0.868 -0.381
C 2.000 -3.296 -5.805
C 2.413 -4.519 -3.981
C 3.396 -4.803 -4.895
C 6.300 -2.918 -4.992
C 2.010 1.503 0.693
C 7.394 -3.685 -5.299
C -1.118 4.979 -2.190
C -3.786 4.177 4.879
H 9.364 -3.092 -6.186
H -5.089 3.111 6.357
H -0.949 6.008 -2.465
H 5.969 -0.840 -5.199
H -8.242 3.276 6.250
H 2.241 -4.892 -2.984
H -2.045 4.235 3.484
H -7.658 -0.819 6.937
H 1.464 -2.588 -6.418
H 4.213 -5.492 -4.748
H -4.223 5.160 4.801
H -3.398 -0.211 1.426
H -0.810 2.350 -0.417
H 5.165 -1.538 0.466
H -3.388 1.051 5.897
H -1.693 1.865 4.237
H 7.478 -4.751 -5.154
H 3.280 0.699 -1.035
H 8.268 -0.612 -6.169
H 0.085 4.694 -0.331
H -6.449 1.242 6.184
H 3.768 -1.354 -0.651
H 3.659 -3.201 1.365
H -2.558 1.029 2.179
H 4.017 1.974 -0.010
H -2.583 -1.444 -0.598
H -0.516 1.698 1.553
H 5.345 -3.182 -4.568
H 3.713 -4.007 -6.963
H -10.072 -0.450 7.493
H 0.753 -3.200 -4.090
H 0.855 -3.199 -0.755
H 1.831 2.608 0.528
H 2.159 1.394 1.809
H 3.535 -1.719 2.467
H -2.497 4.207 -3.777
H 1.765 -0.679 -1.186
H -2.318 1.897 -2.369
H 2.194 -2.158 1.291
H -10.579 2.184 7.096
```

* total charge: +1
* DFT total energy: -48322.3504 eV
* LUMO energy: -5.25 eV
* gap between HOMO and LUMO: 4.2579 eV

Results of the Löwdin charge analysis, in e, for atoms 1 through 2: O 0.120; O 0.161



# 2
ORCA calculation (ωB97M-V with the def2-TZVPD basis set) on a 2-piece molecular cluster, C2H7N2O3P overall at a distorted geometry.

```
15
C2H7N2O3P ωB97M-V with the def2-TZVPD basis set
P 1.619 1.283 1.752
O 1.632 1.503 3.214
O 1.410 2.495 0.907
O 2.450 0.151 1.206
N -1.687 0.051 0.005
N -1.425 0.085 1.350
C 0.262 -0.744 -1.545
C -1.048 -0.970 -0.809
H 0.111 -1.371 -2.329
H 0.176 0.221 -1.969
H 1.192 -0.875 -0.969
H -0.337 0.194 1.476
H -0.886 -1.882 -0.155
H -1.899 -1.105 -1.637
H -1.569 0.964 -0.498
```

* total charge: -2
* energy above the lowest of the compared OMol25 structures with the same formula, charge and spin: 48.8 kcal per mole
* DFT total energy: -20596.9592 eV
* LUMO energy: 6.80 eV
* gap between HOMO and LUMO: 5.3986 eV

Results of the Löwdin charge analysis, in e, for atoms 1 through 2: P 0.175; O -0.424



# 3
ORCA calculation (ωB97M-V with the def2-TZVPD basis set) on C42H41NO4P2W as an isolated structure at a distorted geometry.

```
91
C42H41NO4P2W ωB97M-V with the def2-TZVPD basis set
W -1.747 2.352 -0.895
P 2.076 -5.195 0.325
P 4.151 -3.164 1.457
O -2.354 5.420 -3.813
O -4.400 5.023 -2.933
O -6.665 10.906 -5.409
O -4.658 11.836 -5.427
N -5.424 10.876 -5.203
C 8.185 -2.981 2.165
C -1.889 2.938 1.772
C 2.215 -4.970 2.120
C -1.997 -4.681 0.808
C -1.254 3.660 0.590
C -0.632 -4.766 1.097
C -3.548 5.754 -3.510
C 0.293 -4.866 0.053
C -4.346 3.376 0.347
C 3.806 0.803 2.570
C 2.122 -7.049 0.335
C 4.349 -0.461 2.338
C -1.498 -4.578 -1.558
C 5.768 -3.197 2.331
C 3.433 -9.032 0.808
C -2.437 -4.601 -0.517
C -4.891 9.675 -4.671
C -5.819 8.642 -4.461
C 3.367 -7.654 0.602
C 3.073 -4.034 2.617
C -2.278 2.607 -2.792
C 1.074 -9.231 0.331
C -2.130 4.318 -0.420
C -0.138 -4.689 -1.280
C -2.997 1.188 0.255
C 1.830 0.198 1.310
C -3.051 8.202 -4.049
C 7.151 -3.308 4.321
C -3.503 4.652 0.094
C -5.361 7.395 -4.061
C 8.302 -3.103 3.557
C -3.499 9.472 -4.432
C -2.226 1.456 1.528
C 6.935 -3.049 1.552
C -3.982 7.146 -3.902
C 2.345 -1.080 1.092
C 2.540 1.132 2.077
C 2.280 -9.822 0.711
C 1.001 -7.854 0.099
C 5.894 -3.372 3.714
C -3.799 2.182 -0.400
C 3.580 -1.429 1.680
H 5.012 -3.565 4.321
H 2.331 -10.897 0.907
H 9.285 -3.053 4.031
H 4.386 -9.493 1.067
H 4.268 -7.040 0.678
H -1.306 0.838 1.517
H 1.645 -5.668 2.741
H -3.504 -4.537 -0.742
H 0.066 -7.404 -0.237
H 3.088 -3.713 3.660
H -6.876 8.824 -4.637
H -1.827 -4.472 -2.593
H -2.807 10.305 -4.572
H -1.479 2.043 -3.314
H 4.381 1.534 3.135
H -1.151 2.943 2.590
H -4.503 3.198 1.428
H 7.232 -3.437 5.402
H -0.295 -4.755 2.133
H 5.360 -0.699 2.676
H -6.102 6.615 -3.864
H -2.751 3.462 2.215
H 0.605 -4.648 -2.080
H -1.635 5.073 -1.032
H -2.742 1.038 2.418
H -3.087 0.140 -0.044
H -2.282 3.649 -3.168
H -4.374 1.865 -1.278
H -0.292 4.175 0.755
H 0.178 -9.841 0.216
H 2.117 2.122 2.265
H 0.864 0.467 0.881
H -3.226 2.117 -3.011
H -1.991 7.984 -3.862
H 9.074 -2.839 1.551
H -5.375 3.566 -0.007
H 1.798 -1.808 0.483
H -3.428 5.263 1.019
H -4.026 5.260 -0.660
H 6.840 -2.987 0.466
H -2.719 -4.667 1.626
```

* total charge: +2
* energy above the lowest of the compared OMol25 structures with the same formula, charge and spin: 0.0 kcal per mole
* DFT total energy: -74276.1475 eV
* multiplicity: 3
* LUMO energy (spin up / spin down): -6.04 / -8.13 eV
* gap between HOMO and LUMO (spin up / spin down): 7.0854 / 5.0116 eV
* expectation value of S²: 2.016

Results of the Löwdin charge analysis, in e, for atoms 1 through 2: W 1.531; P 1.099



# 4
ORCA calculation (ωB97M-V with the def2-TZVPD basis set) on C38H42ClMoN3O4PSe as an isolated structure.

```
91
C38H42ClMoN3O4PSe ωB97M-V with the def2-TZVPD basis set
Mo 0.552 -1.143 1.443
Se -0.207 -0.614 3.627
Cl 4.373 -7.412 2.483
P -1.733 -1.471 0.393
O 0.600 -3.058 1.451
O 0.915 0.447 0.670
O -2.454 3.099 -5.608
O 2.555 -1.402 2.101
N 2.517 4.700 -3.702
N 3.139 4.244 -2.732
N -0.394 2.784 0.365
C 2.003 -6.378 1.688
C 2.884 -1.224 6.372
C -0.426 2.557 -4.601
C 3.283 -6.108 2.181
C 1.485 -4.032 1.674
C -2.782 -3.037 2.475
C -2.909 0.636 1.814
C 1.343 3.604 -1.129
C -0.878 -3.167 -1.679
C -0.484 5.019 -0.503
C 1.715 -1.353 5.632
C 3.227 -2.410 2.344
C 0.781 2.619 -0.293
C 1.248 4.219 -4.142
C 1.418 -0.423 4.643
C -1.257 3.534 -5.159
C -3.324 4.050 -6.203
C 0.676 4.849 -1.196
C 0.808 2.891 -4.093
C 3.442 0.769 5.148
C 1.114 -5.356 1.439
C 2.773 -3.760 2.164
C 3.668 -4.812 2.417
C 2.557 3.312 -1.819
C -0.995 3.939 0.248
C -3.809 -3.372 0.201
C -3.068 -0.188 0.536
C -3.215 0.739 -0.671
C 2.707 1.189 -0.690
C 0.448 5.170 -4.758
C 2.274 0.647 4.410
C -1.439 -1.767 -1.412
C -2.528 -3.034 0.969
C -0.811 4.849 -5.244
C 3.256 2.172 -1.533
C 1.485 1.394 -0.120
C -0.487 -0.717 -1.991
C 3.750 -0.168 6.127
H -1.989 1.222 1.781
H 1.097 5.656 -1.780
H -3.981 -0.784 0.618
H -3.223 -3.992 2.765
H -3.371 0.207 -1.609
H -3.751 1.324 1.904
H -3.489 -2.255 2.760
H 3.113 -1.948 7.143
H 0.542 -0.917 -1.678
H -3.582 4.843 -5.498
H 4.108 1.602 4.966
H -0.732 0.303 -1.695
H 4.252 -2.256 2.697
H -0.776 1.533 -4.592
H 4.658 -0.067 6.706
H 3.242 0.268 -0.496
H -1.866 -2.895 3.046
H -0.584 -3.240 -2.728
H -0.505 -0.769 -3.081
H 4.216 2.014 -2.007
H 2.028 1.383 3.654
H -1.012 5.963 -0.515
H -1.937 4.048 0.777
H -2.406 -1.681 -1.913
H 4.660 -4.594 2.792
H 0.827 6.180 -4.845
H -1.776 -3.795 0.749
H -2.893 0.015 2.710
H -2.350 1.393 -0.771
H -4.088 1.374 -0.509
H -1.604 -3.954 -1.485
H -4.221 3.505 -6.479
H 0.120 -5.563 1.066
H 1.438 2.111 -3.689
H -3.727 -3.200 -0.873
H -4.052 -4.425 0.348
H -1.416 5.619 -5.700
H -4.657 -2.795 0.571
H 0.010 -3.364 -1.074
H 1.716 -7.405 1.506
H -2.877 4.487 -7.098
H 1.041 -2.179 5.821
```

* total charge: +1
* energy above the lowest of the compared OMol25 structures with the same formula, charge and spin: 3.7 kcal per mole
* DFT total energy: -141756.2213 eV
* LUMO energy: -3.52 eV
* gap between HOMO and LUMO: 6.6447 eV

Results of the Löwdin charge analysis, in e, for atoms 1 through 2: Mo 1.260; Se 0.793